[1]
Entry from the Open Molecules 2025 dataset: a cluster of 3 separate species, C30H56BBrClN6O7P2 in total in a non-equilibrium geometry (the ωB97M-V functional and the def2-TZVPD basis).

- orbital gap (eV) = 5.8
- max |F| (hartree/bohr) = 0.1839

```
! RIJCOSX wB97M-V def2-TZVPD def2/J DEFGRID3
* xyz -1 1
C -0.76 1.16 -0.06
C -0.62 0.77 -1.41
C -0.21 0.30 -2.93
C -0.81 -1.08 -3.56
C -2.44 -1.31 -3.24
C -2.54 -2.90 -2.74
O -3.17 -1.05 -4.49
C -4.62 -1.18 -4.34
C -5.46 0.24 -4.44
C -5.56 1.29 -3.14
C -6.38 2.73 -3.24
C -7.14 3.19 -4.63
C -7.10 2.16 -5.90
C -6.28 0.73 -5.80
C 1.41 -0.08 -2.80
O 2.06 1.21 -3.11
B 1.29 1.87 -4.20
C 2.13 1.35 -5.53
C 3.77 1.38 -5.35
O 4.49 2.51 -5.18
Cl 4.71 -0.24 -5.41
C 0.98 3.49 -4.04
C 1.55 3.99 -2.57
O 0.64 4.17 -1.59
Br 3.54 4.33 -2.32
O -0.08 1.30 -4.01
H -0.74 1.65 1.03
H -0.17 -1.97 -3.08
H -0.57 -1.10 -4.71
H -2.85 -0.56 -2.44
H -3.51 -2.94 -2.06
H -2.70 -3.59 -3.67
H -1.64 -3.22 -2.05
H -4.99 -1.84 -5.27
H -4.98 -1.72 -3.36
H -5.05 1.02 -2.13
H -6.39 3.45 -2.31
H -7.69 4.23 -4.69
H -7.67 2.45 -6.90
H -6.30 0.04 -6.75
H 1.77 -0.26 -1.67
H 1.81 -0.94 -3.52
H 1.87 0.23 -5.83
H 1.88 2.08 -6.42
H -0.20 3.67 -4.10
H 1.46 4.05 -4.95
O 0.73 -4.93 -1.16
P 1.42 -5.59 0.06
N 1.97 -4.06 0.63
C 3.24 -3.75 1.27
C 0.90 -3.23 1.20
N 2.66 -6.27 -0.96
C 4.09 -6.03 -0.82
C 2.38 -6.35 -2.41
N 2.22 -6.35 1.46
C 2.22 -7.84 1.33
C 1.53 -6.13 2.75
H 3.36 -4.19 2.26
H 3.37 -2.66 1.39
H 4.09 -4.04 0.67
H 0.50 -3.65 2.13
H 0.06 -3.14 0.51
H 1.24 -2.21 1.42
H 4.37 -5.03 -1.17
H 4.66 -6.76 -1.41
H 4.44 -6.17 0.22
H 2.46 -5.37 -2.89
H 1.37 -6.74 -2.59
H 3.05 -7.03 -2.92
H 1.19 -8.22 1.25
H 2.71 -8.30 2.18
H 2.77 -8.19 0.45
H 0.47 -6.37 2.68
H 1.63 -5.11 3.11
H 1.98 -6.74 3.54
O -0.89 2.97 3.81
P -0.14 3.46 5.08
N -1.23 4.78 5.26
C -0.92 6.14 5.70
C -2.56 4.39 5.73
N 1.21 3.98 4.12
C 1.73 5.34 4.08
C 1.33 3.43 2.76
N 0.72 4.02 6.53
C 1.99 3.26 6.72
C 0.00 3.79 7.80
H -0.62 6.21 6.75
H -1.78 6.80 5.58
H -0.14 6.60 5.10
H -2.54 4.02 6.76
H -2.98 3.60 5.11
H -3.28 5.22 5.69
H 1.09 6.01 3.50
H 2.73 5.36 3.61
H 1.89 5.76 5.09
H 0.62 3.90 2.07
H 1.17 2.35 2.75
H 2.33 3.58 2.34
H 1.79 2.19 6.82
H 2.52 3.61 7.61
H 2.70 3.40 5.90
H -0.34 2.75 7.88
H -0.86 4.44 7.93
H 0.64 4.01 8.66
*
```


[2]
Entry from the Open Molecules 2025 dataset: a structure of composition C30H56CsN5O3S2Si3 (the ωB97M-V functional and the def2-TZVPD basis).

- energy relative to the best compared isomer or geometry (same formula, charge and spin) (kcal/mol) = 5.62
- orbital gap (eV) = 3.9
- max |F| (hartree/bohr) = 0.0177

```
! RIJCOSX wB97M-V def2-TZVPD def2/J DEFGRID3
* xyz -2 1
Cs -0.81 1.31 -0.84
N -2.82 3.20 0.80
C -3.84 3.84 -0.02
C -4.93 2.87 -0.47
C -4.52 1.84 -1.53
N -3.96 0.62 -0.93
H -3.21 2.69 1.58
H -2.17 3.88 1.18
H -3.36 4.24 -0.92
H -4.33 4.68 0.50
H -5.74 3.48 -0.89
H -5.36 2.36 0.40
H -3.76 2.28 -2.18
H -5.40 1.61 -2.16
H -3.61 0.01 -1.67
H -4.67 0.10 -0.44
C 1.52 2.64 2.61
O 0.64 1.65 2.17
Si 0.56 0.09 2.84
C 1.92 -0.81 1.90
C 1.23 0.27 4.61
C -1.06 -0.61 2.69
Si -2.38 0.20 3.61
C -1.98 2.00 4.09
C -2.81 -0.61 5.29
C -4.05 0.32 2.72
Si -1.27 -2.33 2.18
C -3.08 -2.87 2.03
C -0.53 -2.81 0.50
C -0.52 -3.59 3.40
H 1.38 2.86 3.68
H 1.33 3.56 2.05
H 2.57 2.37 2.46
H 2.84 -0.22 1.92
H 1.59 -0.94 0.86
H 2.15 -1.81 2.29
H 2.25 0.66 4.66
H 1.22 -0.72 5.07
H 0.59 0.92 5.22
H -1.35 2.05 4.98
H -2.90 2.55 4.30
H -1.45 2.52 3.28
H -1.92 -0.66 5.91
H -3.19 -1.63 5.15
H -3.58 -0.04 5.83
H -3.90 0.62 1.68
H -4.71 1.05 3.21
H -4.57 -0.64 2.70
H -3.60 -2.26 1.29
H -3.62 -2.80 2.97
H -3.12 -3.91 1.69
H -0.89 -2.16 -0.31
H -0.81 -3.84 0.25
H 0.56 -2.77 0.50
H -0.96 -3.46 4.39
H 0.56 -3.43 3.50
H -0.68 -4.63 3.09
C 2.14 -2.76 -2.61
C 2.32 -1.58 -3.57
C 1.83 -0.27 -2.97
N 2.62 0.14 -1.80
C 3.48 1.15 -1.80
S 3.74 2.18 -3.07
N 4.21 1.31 -0.61
C 4.80 0.38 0.21
O 5.23 0.71 1.30
C 5.01 -1.01 -0.31
C 5.43 -1.24 -1.62
C 5.72 -2.54 -2.03
C 5.57 -3.60 -1.15
C 5.15 -3.37 0.16
C 4.89 -2.07 0.58
H 2.45 -3.70 -3.07
H 1.09 -2.85 -2.33
H 2.73 -2.63 -1.70
H 1.72 -1.74 -4.47
H 3.36 -1.49 -3.88
H 0.77 -0.37 -2.70
H 1.88 0.55 -3.69
H 2.47 -0.35 -0.93
H 4.42 2.27 -0.38
H 5.52 -0.42 -2.31
H 6.04 -2.71 -3.05
H 5.77 -4.61 -1.48
H 5.03 -4.19 0.84
H 4.57 -1.87 1.59
S -2.55 -1.41 -3.79
C -1.48 -0.16 -3.53
O -1.69 2.81 -2.84
N -1.06 2.26 -3.91
C -1.71 1.04 -4.45
C -1.15 0.75 -5.82
C -0.07 1.38 -6.32
C 0.58 2.45 -5.64
C 0.00 2.85 -4.45
H -2.79 1.26 -4.50
H -1.65 -0.04 -6.37
H 0.30 1.08 -7.30
H 1.47 2.93 -6.00
H 0.35 3.69 -3.87
*
```


[3]
Entry from the Open Molecules 2025 dataset: a cluster of 5 separate species, C30H56F2I3N6O8S in total in a non-equilibrium geometry (the ωB97M-V functional and the def2-TZVPD basis).

- orbital gap (eV) = 5.3
- max |F| (hartree/bohr) = 0.0646

```
! RIJCOSX wB97M-V def2-TZVPD def2/J DEFGRID3
* xyz 1 1
C -0.16 3.81 7.21
C 1.16 3.47 6.40
O 1.74 2.42 6.56
O 1.55 4.44 5.48
C 2.70 4.03 4.72
C 2.87 5.05 3.49
C 2.93 4.32 2.11
C 1.83 4.26 1.12
C 0.48 4.99 1.35
O 0.41 6.06 1.90
O -0.75 4.47 0.88
C -1.01 3.15 1.39
I -0.43 2.85 3.46
C -2.63 2.96 1.28
C -3.04 1.70 0.42
I -3.47 2.86 3.29
C 2.10 3.46 -0.13
I 0.70 3.19 -1.73
C 3.42 2.83 -0.31
F 3.75 2.13 -1.42
N 4.44 2.93 0.64
N 5.69 2.32 0.39
C 5.58 1.10 0.74
S 5.15 -0.39 1.08
C 4.20 3.63 1.81
F 5.22 3.71 2.70
H 0.17 4.41 8.10
H -0.72 2.88 7.49
H -0.80 4.40 6.49
H 3.59 4.13 5.40
H 2.64 2.98 4.33
H 2.15 5.91 3.54
H 3.89 5.51 3.64
H -0.53 2.34 0.76
H -3.06 3.86 0.76
H -4.03 1.31 0.81
H -2.29 0.88 0.59
H -3.22 1.93 -0.67
C 3.01 -0.75 -3.30
C 3.31 -1.57 -2.05
C 3.75 -3.02 -2.36
O 2.69 -3.88 -2.74
C 2.31 -3.78 -4.10
N 2.13 -1.54 -1.17
H 2.06 -1.00 -3.76
H 2.98 0.31 -3.05
H 3.79 -0.89 -4.06
H 4.14 -1.08 -1.53
H 4.16 -3.44 -1.44
H 4.55 -3.05 -3.10
H 3.16 -3.57 -4.75
H 1.54 -3.01 -4.22
H 1.87 -4.73 -4.40
H 2.36 -2.00 -0.30
H 1.42 -2.15 -1.59
C 2.61 1.81 -6.37
C 2.66 0.41 -6.98
C 2.66 0.42 -8.52
O 1.38 0.67 -9.10
C 1.03 2.04 -9.16
N 1.57 -0.39 -6.43
H 1.61 2.25 -6.41
H 2.89 1.77 -5.31
H 3.30 2.49 -6.87
H 3.61 -0.04 -6.66
H 2.94 -0.58 -8.86
H 3.41 1.10 -8.93
H 1.89 2.68 -9.34
H 0.51 2.34 -8.25
H 0.32 2.17 -9.99
H 1.66 -1.35 -6.77
H 0.71 -0.07 -6.88
C -2.73 -5.96 -2.15
C -1.28 -5.80 -2.63
C -0.52 -7.14 -2.72
O -0.10 -7.66 -1.47
C -1.10 -8.37 -0.76
N -0.60 -4.85 -1.75
H -2.80 -6.14 -1.08
H -3.30 -5.05 -2.36
H -3.22 -6.79 -2.67
H -1.32 -5.38 -3.64
H 0.40 -6.95 -3.29
H -1.08 -7.89 -3.29
H -1.77 -8.91 -1.43
H -1.67 -7.69 -0.12
H -0.60 -9.09 -0.11
H 0.33 -4.67 -2.13
H -0.41 -5.32 -0.87
C -7.00 -0.87 6.61
C -7.28 0.62 6.83
C -6.24 1.54 6.15
O -5.00 1.63 6.83
C -4.11 0.56 6.57
N -7.38 0.88 8.27
H -6.18 -1.24 7.23
H -7.88 -1.46 6.86
H -6.75 -1.07 5.57
H -8.25 0.83 6.37
H -6.65 2.56 6.16
H -6.09 1.27 5.10
H -4.19 0.19 5.54
H -4.27 -0.26 7.28
H -3.09 0.92 6.73
H -7.66 1.84 8.40
H -6.43 0.85 8.65
*
```


Number 1: E_HOMO -5.318 eV. Number 2: E_HOMO -0.251 eV. Number 3: E_HOMO -10.453 eV.